Entry 1:
# C5H8O3Pt

C5H8O3Pt as an isolated structure in a non-equilibrium geometry (the ωB97M-V functional and the def2-TZVPD basis, the OMol25 dataset).

E_LUMO (alpha / beta) = -5.486 / -7.065 eV
Energy above the lowest of the compared OMol25 structures with the same formula, charge and spin = 1.3471 eV
E_HOMO (alpha / beta) = -12.36 / -15.14 eV
Orbital gap (alpha / beta) = 6.876 / 8.071 eV
⟨S²⟩ = 3.76
E_tot = -539.7775 hartree

```
! RIJCOSX wB97M-V def2-TZVPD def2/J DEFGRID3
* xyz 1 4
Pt 0.13390 -1.94663 -1.63951
O 0.73174 -0.32197 -1.59560
O -0.67548 0.76990 -0.17344
C -1.89441 0.01795 -0.18979
C -1.59278 -1.27373 0.55534
O -0.31668 -1.66241 0.08937
C 0.44553 0.02424 -0.37937
H -2.64736 0.62730 0.32049
H -2.19074 -0.16700 -1.23432
H -2.38508 -2.01985 0.40319
H -1.51630 -1.06727 1.63515
C 1.58654 0.48302 0.51990
C 2.16418 1.76930 0.03899
H 1.18969 0.58282 1.53882
H 2.33914 -0.31837 0.50160
H 2.80664 1.78435 -0.84161
H 1.82147 2.71835 0.45080
*
```


Entry 2:
# C19H58N8O13

A 9-piece molecular cluster, C19H58N8O13 overall in a non-equilibrium geometry (the ωB97M-V functional and the def2-TZVPD basis, the OMol25 dataset).

E_LUMO = 0.263 eV
Energy above the lowest of the compared OMol25 structures with the same formula, charge and spin = 0.0000 eV
Structure (SMILES) = COC[C@H](C)N.COC[C@H](C)N.NC(N)=O.NC(N)=O.NC(N)=O.OCCO.OCCO.OCCO.OCCO
E_HOMO = -8.91 eV
Orbital gap = 9.171 eV
E_tot = -2174.8578 hartree

```
! RIJCOSX wB97M-V def2-TZVPD def2/J DEFGRID3
* xyz 0 1
C -0.78188 -2.15846 1.78875
O -1.97394 -1.44685 2.04140
C -3.10025 -2.18237 2.55907
C -3.28397 -3.51299 1.80873
C -3.60753 -3.17308 0.35014
N -4.35906 -4.33106 2.35073
H -0.85685 -2.68283 0.83048
H -0.48336 -2.91446 2.51786
H 0.08603 -1.51929 1.62891
H -3.04100 -2.25506 3.64652
H -3.94541 -1.54952 2.28393
H -2.32380 -4.03484 1.85525
H -4.66924 -2.90799 0.27592
H -3.65721 -4.06840 -0.28846
H -3.04819 -2.46679 -0.26027
H -4.41965 -5.11087 1.70620
H -4.16470 -4.64747 3.29031
C 0.99849 0.51007 3.78201
O 1.40122 1.54901 4.63901
C 0.45273 2.61274 4.79987
C 0.43101 2.99592 6.27908
C 0.11762 1.72778 7.10487
N -0.62380 3.99100 6.46664
H 1.76106 -0.23650 3.57065
H 0.54695 0.85712 2.84887
H 0.20955 -0.07599 4.27666
H 0.90466 3.37602 4.15775
H -0.54309 2.32984 4.45526
H 1.36061 3.38765 6.70208
H -0.96439 1.57436 6.99677
H 0.25820 1.97164 8.15840
H 0.55344 0.79387 6.77046
H -0.76830 4.17967 7.45178
H -0.39979 4.88077 6.03934
N 0.74236 0.69750 -0.05716
C 0.59071 -0.04854 -1.18428
N -0.51580 0.25695 -1.91136
O 1.49750 -0.77791 -1.59349
H 0.08755 1.29379 0.41611
H 1.68321 0.66387 0.30974
H -0.91828 1.17416 -1.79573
H -0.65319 -0.19244 -2.81425
N -0.07691 -3.43141 -2.91975
C 0.25808 -3.58315 -4.21461
N -0.85986 -3.88519 -4.98759
O 1.39281 -3.53526 -4.67645
H 0.70853 -3.11737 -2.35952
H -0.99614 -3.21777 -2.58746
H -0.69866 -4.01547 -5.96941
H -1.64324 -4.17997 -4.43936
N 4.76580 -4.46624 -3.27847
C 4.16111 -3.91092 -2.18829
N 3.17971 -3.01390 -2.52672
O 4.55514 -4.05205 -1.03621
H 5.62065 -4.98138 -3.19781
H 4.36102 -4.41934 -4.19512
H 2.94197 -2.90295 -3.49502
H 2.65963 -2.49149 -1.84536
O -0.97209 -0.74964 -4.57654
C 0.00289 -0.20928 -5.43461
C -0.26244 -0.51662 -6.90668
O 0.84196 -0.09295 -7.70996
H -1.24157 -1.66370 -4.73856
H 0.12231 0.84663 -5.19615
H 1.01798 -0.60617 -5.29269
H -1.12371 0.09309 -7.21462
H -0.55766 -1.52196 -7.20336
H 0.68015 0.82102 -7.95321
O -0.72971 3.34066 -1.01203
C 0.40813 3.91081 -1.65133
C 1.04923 5.04729 -0.86991
O 0.30950 6.26287 -0.94150
H -1.31207 4.06984 -0.76647
H 1.11882 3.07572 -1.62521
H 0.18501 4.11803 -2.70192
H 1.99300 5.34851 -1.32273
H 1.24184 4.72002 0.15486
H -0.62327 6.22913 -0.71820
O 5.43310 1.79511 2.35115
C 5.36913 1.13510 1.09153
C 4.14818 1.55917 0.28047
O 3.04529 1.67664 1.18246
H 6.31538 1.64595 2.69368
H 6.31077 1.34311 0.57093
H 5.34930 0.04876 1.23738
H 3.89056 0.86246 -0.51737
H 4.37516 2.50630 -0.22601
H 3.44978 2.08920 1.96083
O -2.76196 1.13479 1.42128
C -3.57303 0.88922 0.29138
C -4.42206 2.12634 -0.00439
O -5.55530 1.79447 -0.83179
H -2.56950 0.26361 1.81557
H -3.03517 0.47525 -0.57090
H -4.26233 0.03755 0.42238
H -3.84573 2.85568 -0.57909
H -4.67266 2.63389 0.92995
H -6.04698 1.27792 -0.17593
*
```


Entry 3:
# C12H24FN3O3

A 3-piece molecular cluster, C12H24FN3O3 overall in a non-equilibrium geometry (the ωB97M-V functional and the def2-TZVPD basis, the OMol25 dataset).

E_LUMO = 0.708 eV
Structure (SMILES) = C[C@@H](F)[C@H]1CCNC1=O.CNC(C)=O.CNC(C)=O
E_HOMO = -8.87 eV
Orbital gap = 9.573 eV
E_tot = -961.5186 hartree

```
! RIJCOSX wB97M-V def2-TZVPD def2/J DEFGRID3
* xyz 0 1
C 3.62113 1.29891 0.34559
C 2.27092 1.84005 0.79158
F 2.44105 3.19555 1.09245
C 1.17491 1.69505 -0.25603
C 0.12648 0.61582 -0.00063
C -0.82560 1.18651 1.04755
N -0.77164 2.65665 0.76251
C 0.23982 2.93661 -0.16118
O 0.32594 3.97270 -0.78679
H 3.80091 0.31774 0.78203
H 3.71484 1.22548 -0.73476
H 4.42136 1.94402 0.69991
H 1.98004 1.33857 1.71417
H 1.49831 1.74920 -1.29137
H -0.47480 0.66162 -0.91377
H 0.47191 -0.40639 0.08155
H -0.59365 0.99601 2.09319
H -1.85492 0.89570 0.83537
H -1.66701 2.91202 0.36987
C -6.49662 -0.04276 2.72705
N -5.25167 0.20002 2.02173
C -4.32801 -0.70380 1.61133
C -4.59258 -2.15926 1.90761
O -3.31881 -0.33864 1.02377
H -7.33456 0.32583 2.13359
H -6.48932 0.48671 3.68087
H -6.63751 -1.10127 2.91409
H -5.01341 1.15190 1.79282
H -3.76676 -2.74584 1.51816
H -4.66536 -2.32603 2.98280
H -5.51402 -2.48734 1.42572
C 4.85899 -2.71159 -2.67400
N 3.56791 -2.55659 -2.03025
C 2.63249 -1.59254 -2.23814
C 2.94438 -0.53005 -3.26554
O 1.58565 -1.59742 -1.61122
H 4.90494 -3.67551 -3.18352
H 5.65211 -2.67901 -1.92518
H 5.02899 -1.92344 -3.39887
H 3.29802 -3.23306 -1.33421
H 2.10724 0.15940 -3.31411
H 3.84044 0.02527 -2.98578
H 3.08749 -0.97679 -4.25001
*
```


Entry 4:
# C18H15BBr2F4MnN3O6

C18H15BBr2F4MnN3O6 as an isolated structure in a non-equilibrium geometry (the ωB97M-V functional and the def2-TZVPD basis, the OMol25 dataset).

E_LUMO (alpha / beta) = -1.270 / -0.636 eV
Energy above the lowest of the compared OMol25 structures with the same formula, charge and spin = 8.8311 eV
E_HOMO (alpha / beta) = -5.74 / -5.93 eV
Orbital gap (alpha / beta) = 4.469 / 5.290 eV
⟨S²⟩ = 9.20
E_tot = -8033.8318 hartree

```
! RIJCOSX wB97M-V def2-TZVPD def2/J DEFGRID3
* xyz -1 6
Mn -0.90646 -0.86106 2.33949
Br -1.78227 -3.07090 -0.68024
Br 0.83101 1.54100 4.90764
B -2.12319 -2.91578 5.48165
F -0.91879 -3.25313 4.91014
F -2.66896 -1.97706 4.71885
F -2.87706 -4.06270 5.63312
F -1.77538 -2.32633 6.68877
C -10.01417 2.20169 -0.58349
C -9.02918 1.33957 -1.03775
C -7.75909 1.31660 -0.44828
C -7.55671 2.16772 0.68687
C -8.52601 3.05742 1.12445
C -9.78088 3.05209 0.51846
N -6.17071 2.11976 1.33089
O -5.24956 1.48970 0.86209
O -5.99313 2.85022 2.32537
H -10.99459 2.03990 -1.00658
H -9.28578 0.66925 -1.84473
H -6.99083 0.61026 -0.72621
H -8.38661 3.74654 1.94426
H -10.58036 3.57738 1.01975
C 6.13364 -6.42942 -1.71664
C 7.11611 -5.63718 -1.13573
C 6.62756 -4.56729 -0.37054
C 5.32572 -4.24427 -0.10109
C 4.34393 -5.12933 -0.66222
C 4.79644 -6.14902 -1.54722
N 4.89857 -2.99069 0.60620
O 5.77965 -2.32496 1.17822
O 3.63770 -2.70784 0.73787
H 6.50080 -7.30636 -2.22905
H 8.12667 -5.97563 -1.31067
H 7.34812 -3.88052 0.04844
H 3.29911 -4.87031 -0.57468
H 4.07664 -6.72746 -2.10730
C 5.26790 4.69323 -2.57434
C 4.19036 4.86148 -3.39042
C 2.97135 4.27361 -3.03263
C 2.85962 3.59380 -1.82373
C 3.91425 3.67153 -0.89351
C 5.11640 4.26464 -1.30095
N 1.55535 2.92737 -1.52213
O 0.70575 2.99402 -2.39321
O 1.37950 2.31219 -0.45395
H 6.23258 5.05412 -2.89921
H 4.33531 5.32199 -4.35650
H 2.22927 4.24272 -3.81670
H 3.81763 3.27235 0.10535
H 5.95268 4.14497 -0.62811
*
```